No. 1
DFT (ωB97M-V with the def2-TZVPD basis set) results for a structure of composition C44H66AsCaF9O32 in a non-equilibrium geometry.

Structure (XYZ):
```
153
C44H66AsCaF9O32, DFT ωB97M-V with the def2-TZVPD basis set
H -1.99 -0.29 -3.49
C 1.93 -0.71 4.55
O 4.63 3.66 1.49
O -6.10 -1.13 2.84
H 0.50 6.33 -2.69
H -3.40 -3.83 1.79
O -3.04 2.91 0.10
C 0.05 4.39 0.96
O 1.10 2.07 2.72
H 3.41 -4.08 3.82
H -6.38 -1.67 -2.58
H -7.18 -2.94 -0.48
C 2.18 -0.29 -0.16
O 0.29 5.39 -0.03
H -4.32 -1.95 -0.72
C 3.39 -4.08 -0.29
H 1.99 -0.28 5.55
C 3.88 -4.78 1.81
H -3.29 -5.22 0.63
H -3.41 -2.32 -4.22
H 1.81 1.47 -1.39
H 3.26 -0.48 -0.14
C -0.53 -1.59 -0.22
C -5.03 -2.49 -0.10
O -2.21 -2.74 4.19
H -4.35 -1.10 -5.19
O 0.13 -1.87 -2.57
O -2.88 -7.14 4.18
H 5.07 1.33 0.24
Ca 2.32 -2.34 -3.22
H -1.48 3.00 -2.85
O -3.07 -2.99 6.26
H 2.04 -4.83 2.91
C -0.49 5.00 3.43
H -3.69 3.59 -1.80
C -3.69 -1.28 -4.33
H 0.71 3.54 0.83
O 3.39 -5.40 -0.40
C -2.03 1.46 -5.73
C -2.89 -2.31 5.30
H 1.13 6.05 -4.28
H -1.81 -1.47 -6.25
O 5.09 4.02 -4.34
H -0.88 2.59 -1.29
C 3.57 -5.99 0.91
C -6.69 -1.22 -1.63
H 5.45 1.22 1.93
H -2.49 0.90 -1.80
C -2.90 -0.52 3.89
O 0.95 0.11 3.84
F 1.31 -2.61 -5.22
H 5.96 3.10 -1.09
C 5.90 3.13 1.07
H 0.44 -2.08 5.20
H 6.65 3.46 1.79
O 2.92 0.82 3.12
O -3.33 -1.06 5.14
H 2.17 4.02 -1.32
C -0.71 -5.39 0.74
C -2.49 -0.38 -4.46
H -0.18 5.67 4.22
H -1.78 1.12 3.12
H 1.34 3.91 -2.90
O -3.64 -5.62 2.69
O -4.21 1.78 1.66
H -1.52 5.16 3.10
C -3.85 1.92 0.54
C 1.59 1.11 3.22
H 2.65 1.84 0.14
F 2.64 -4.16 -6.44
O 5.15 4.86 -0.31
C -6.48 -2.10 -0.42
H 2.60 -6.44 1.14
F 0.50 -3.47 -7.41
C -2.01 -1.63 3.32
H 0.36 -5.27 0.92
H 2.90 6.11 -1.78
C -3.00 2.88 -1.34
C 3.14 -0.49 3.68
C 5.81 1.63 0.98
O -4.92 -2.23 1.29
C 0.42 6.60 0.55
O -1.45 -5.93 2.93
H -3.78 -0.48 3.24
O -6.84 -1.29 0.73
O 0.48 7.62 -0.06
C 2.28 4.15 -2.40
O 0.48 6.49 1.88
C 2.54 5.65 -2.70
H -0.95 -4.80 -0.15
C -2.28 0.84 4.04
F -1.70 -2.12 -0.50
H 6.79 1.20 0.79
H 3.39 -5.79 3.55
C 1.33 -2.09 4.57
H -4.29 -0.96 -3.48
C 3.11 -4.84 3.11
H -3.06 1.57 4.26
F 0.16 -2.46 0.56
H 1.47 4.77 2.57
O -1.15 0.53 -6.13
H 4.37 -6.71 0.96
F 3.29 -1.81 -6.21
H 4.94 -4.72 2.05
C -1.55 -4.94 1.90
H 2.03 -2.74 5.11
H 0.96 1.47 0.14
C 1.41 6.43 -3.29
O -2.87 0.96 -4.79
As 1.92 -2.66 -6.91
H 1.64 7.48 -3.42
H -2.24 -1.82 2.26
H -6.07 -0.32 -1.49
C 0.27 -1.15 -1.46
H -1.50 0.87 4.81
C 0.47 5.09 2.27
C -3.08 -4.86 1.64
H -4.93 -3.57 -0.26
H -0.50 3.98 3.83
C -2.69 -6.31 3.36
H -1.32 4.27 -1.60
O -4.19 1.09 -0.48
O 3.40 3.49 -2.95
H -0.95 -1.39 3.32
C 4.24 4.64 0.65
C -5.98 -1.51 1.73
H -1.26 -3.97 2.31
C 6.13 3.83 -0.29
O 3.28 -3.32 -1.23
H 4.07 -0.49 4.25
O 3.21 5.23 0.74
H -0.81 -6.46 0.59
O 3.53 -3.67 0.96
H -0.54 -1.09 -5.05
H 1.79 -0.59 0.82
F 2.67 -2.73 -8.44
H -1.00 4.08 0.97
O -2.06 2.59 -6.10
H -4.04 1.42 -2.53
O 1.70 -1.08 -1.23
F -0.75 -0.51 0.57
C 1.90 1.20 -0.34
C -1.46 -0.75 -5.52
H 3.25 -1.20 2.86
H -7.72 -0.88 -1.72
H 7.11 4.27 -0.41
H 0.00 -0.10 -1.65
H 1.09 -2.42 3.56
C -1.61 3.24 -1.79
C 4.14 4.34 -3.69
C -3.43 1.43 -1.64
O 3.63 5.58 -3.64
F 1.17 -1.17 -7.26
```

As for the highest occupied orbital energy: -10.49 eV. For the molar mass, the calculation gives 1392.96 u. The largest force on an atom comes out at 2.6 eV/Å.

Mulliken population analysis, charges in e, atoms 1 to 99:
1. H -1.13
2. C 0.28
3. O -0.28
4. O -0.53
5. H 0.29
6. H -0.60
7. O -0.22
8. C 0.58
9. O -0.11
10. H 0.26
11. H 0.31
12. H 0.32
13. C -0.32
14. O -0.07
15. H -0.41
16. C 0.43
17. H 0.32
18. C 0.36
19. H 0.33
20. H 0.44
21. H 0.18
22. H 0.42
23. C -0.45
24. C 0.31
25. O -0.49
26. H 0.45
27. O -1.47
28. O -0.55
29. H 0.14
30. Ca 1.45
31. H 0.37
32. O -0.59
33. H 0.21
34. C -1.51
35. H 0.18
36. C -1.25
37. H -0.80
38. O -0.36
39. C 0.58
40. C 0.46
41. H 0.45
42. H 0.29
43. O -0.58
44. H -0.11
45. C -0.57
46. C -1.18
47. H 0.16
48. H -1.07
49. C 1.42
50. O -0.25
51. F -0.69
52. H 0.25
53. C 0.44
54. H 0.42
55. H 0.37
56. O -0.17
57. O -0.45
58. H -0.69
59. C -1.48
60. C 2.34
61. H 0.38
62. H 0.01
63. H 0.41
64. O -0.43
65. O -0.51
66. H 0.40
67. C 0.33
68. C 0.02
69. H -0.05
70. F -0.50
71. O -0.33
72. C 0.37
73. H 0.35
74. F -0.46
75. C 2.51
76. H -0.17
77. H 0.16
78. C 0.22
79. C -0.27
80. C -1.12
81. O 0.03
82. C 0.43
83. O -0.55
84. H -0.51
85. O -0.42
86. O -0.60
87. C 0.82
88. O -0.46
89. C 0.69
90. H 0.27
91. C -1.39
92. F -0.08
93. H 0.47
94. H 0.47
95. C -1.22
96. H -0.13
97. C -1.27
98. H 0.48
99. F 0.02

=====

No. 2
DFT (ωB97M-V with the def2-TZVPD basis set) results for a structure of composition C44H66BGe2N8RbS3.

Structure (XYZ):
```
125
C44H66BGe2N8RbS3, DFT ωB97M-V with the def2-TZVPD basis set
C 5.31 -2.55 0.83
H 0.06 -3.33 3.63
H 0.32 3.94 -1.92
H 3.13 -4.24 -3.99
H -2.71 -2.39 4.41
H -2.29 2.74 0.01
S -1.94 -0.09 -0.51
H 4.47 -0.13 -4.05
C 0.35 2.87 -1.80
N 0.52 0.20 -1.53
H 3.74 3.14 -4.53
H 5.38 -2.66 -1.86
S 0.11 -3.96 0.11
C -0.64 -2.97 4.38
H -2.43 -4.07 3.97
H -3.21 4.01 6.28
H -0.54 -0.59 -5.38
N 2.24 -1.72 -1.89
C -0.66 0.77 -1.18
H 5.64 -1.43 -3.82
H -4.01 -1.02 -3.92
H -2.41 -2.47 -7.00
H -4.30 -2.61 -4.64
H 1.98 3.09 -4.60
C 1.55 2.16 -2.08
H -1.64 -3.30 1.84
Ge -1.60 1.56 4.18
H 1.96 -0.68 -4.32
H 4.87 -1.21 -5.39
C -3.89 1.58 2.35
H -3.00 -4.16 -3.60
H 5.50 -1.67 1.45
C 3.38 -2.05 -2.42
H -2.42 -3.82 -5.87
H -4.18 -1.19 -5.67
C 4.22 -2.26 -0.14
C 4.05 2.20 -1.96
H 2.68 4.52 -1.20
H -3.85 5.37 1.68
H -0.55 -3.64 5.24
Rb -0.28 -0.41 2.05
C -1.71 -2.41 -3.64
H 4.02 -3.62 -5.38
S 2.62 -1.63 2.02
H 1.95 3.98 1.48
H -2.84 2.48 -1.62
H -1.63 3.93 7.07
C -2.88 2.35 2.93
C 0.08 2.55 3.95
C 3.91 -3.55 -4.30
H 4.95 2.66 -2.37
C -1.98 -2.84 -6.07
C -0.63 -3.40 -1.28
N 1.61 0.87 -1.96
H -4.86 1.23 5.71
C 4.70 -1.16 -4.31
H 3.35 4.59 3.43
C -3.86 4.30 1.86
B 0.81 -1.29 -1.45
N -0.77 -1.75 -3.04
C -4.86 2.14 1.54
H -1.81 0.23 -4.47
H -5.62 1.52 1.10
H -0.12 2.70 1.81
H 6.22 -2.85 0.32
N -0.28 -1.58 4.72
C -2.27 -1.84 -4.93
H 0.61 2.60 6.04
H 3.77 4.77 -2.57
C 2.06 3.62 4.85
C -1.67 -4.15 -1.96
C -2.61 3.45 6.99
C 2.81 4.34 -2.27
C -2.14 -5.44 -1.37
H -1.31 -6.13 -1.27
H -1.55 -0.44 7.74
H 0.73 -1.51 4.87
C -1.24 0.61 7.66
H 5.00 -3.34 1.52
C -2.20 -3.64 -3.09
H -0.20 0.63 7.33
Ge -2.44 1.58 6.44
C 2.92 -1.85 0.39
H -2.52 -5.28 -0.36
C 4.41 -2.36 -1.48
C 2.86 2.65 -4.12
H -4.11 -0.32 6.11
H 2.67 3.88 5.70
H -0.71 -1.32 5.59
H -5.61 3.95 0.66
C 2.27 -1.68 -4.62
H -3.92 0.51 2.55
H -1.29 1.04 8.65
N -0.27 -2.24 -1.88
N 2.00 -1.68 -0.57
H -2.04 -0.12 -6.19
N -2.11 -2.62 2.43
C 2.82 2.84 -2.60
C -2.02 2.90 -1.03
C 3.56 -2.10 -3.92
H 2.04 4.88 -2.81
C 1.65 3.68 2.48
C -2.88 3.73 2.66
H -3.09 3.50 7.97
H 2.89 1.60 -4.38
C 2.44 4.02 3.57
C -3.78 -1.66 -4.77
H -0.91 -2.97 -6.22
C -1.62 -0.50 -5.26
H -2.92 -5.88 -1.98
H -4.65 0.75 7.40
H 4.09 1.13 -2.15
C -0.75 2.20 -1.36
C -4.85 3.51 1.29
H 1.45 -2.36 -4.41
H 4.85 -3.87 -3.85
H 2.44 -1.68 -5.70
C -2.06 -3.05 3.82
H -2.12 4.36 3.10
H -1.93 3.97 -1.23
C 0.89 2.89 5.03
C 0.49 2.95 2.67
H -3.07 -2.58 2.10
C -4.20 0.72 6.41
H 4.05 2.35 -0.88
```

The calculation puts the energy relative to the best compared isomer or geometry (same formula, charge and spin) at 127.5 kJ/mol. As for the highest occupied orbital energy (spin up / spin down): -8.90 / -10.24 eV. As for the expectation value of S²: 0.75. For the molar mass, the calculation gives 1044.77 u. As for the net charge: +1. The largest force on an atom comes out at 0.6 eV/Å. The spin multiplicity is 2.

Mulliken population analysis, charges in e, atoms 1 to 99:
1. C -1.88
2. H 0.28
3. H 0.41
4. H 0.36
5. H 0.14
6. H 0.04
7. S 0.10
8. H 0.25
9. C -0.46
10. N 0.88
11. H 0.42
12. H 0.33
13. S -0.29
14. C -0.63
15. H 0.41
16. H 0.37
17. H 0.16
18. N 0.46
19. C 1.64
20. H 0.40
21. H 0.33
22. H 0.46
23. H 0.35
24. H 0.39
25. C -0.51
26. H -0.17
27. Ge -1.17
28. H 0.02
29. H 0.51
30. C -0.12
31. H 0.40
32. H 0.37
33. C 0.55
34. H 0.35
35. H 0.48
36. C 0.49
37. C -1.51
38. H 0.29
39. H 0.44
40. H 0.39
41. Rb 1.26
42. C 0.22
43. H 0.49
44. S -0.54
45. H 0.59
46. H 0.37
47. H 0.37
48. C 0.21
49. C 0.61
50. C -1.93
51. H 0.48
52. C -1.63
53. C 0.73
54. N -0.87
55. H 0.38
56. C -1.69
57. H 0.40
58. C -0.71
59. B -1.06
60. N -0.12
61. C -0.62
62. H 0.22
63. H 0.44
64. H 0.54
65. H 0.42
66. N -0.21
67. C 2.07
68. H 0.22
69. H 0.46
70. C -0.71
71. C 0.09
72. C -1.14
73. C -1.98
74. C -1.76
75. H 0.36
76. H 0.40
77. H 0.21
78. C -1.33
79. H 0.36
80. C -0.66
81. H 0.40
82. Ge 0.68
83. C 0.56
84. H 0.30
85. C -1.03
86. C -1.53
87. H 0.30
88. H 0.42
89. H -0.07
90. H 0.41
91. C -1.99
92. H 0.47
93. H 0.47
94. N 0.72
95. N -0.62
96. H 0.54
97. N -0.17
98. C 2.38
99. C -1.47